No. 1
{
  "formula": "C20H37ClNO6S2",
  "method": "the ωB97M-V functional and the def2-TZVPD basis",
  "symbols": ["C", "C", "C", "C", "O", "Cl", "C", "C", "C", "C", "N", "O", "C", "C", "C", "C", "H", "H", "H", "H", "H", "H", "H", "H", "H", "H", "H", "H", "H", "H", "H", "H", "H", "H", "H", "H", "H", "C", "C", "C", "S", "O", "O", "C", "H", "H", "H", "H", "H", "H", "H", "H", "C", "C", "C", "S", "O", "O", "C", "H", "H", "H", "H", "H", "H", "H", "H"],
  "coordinates": [[-3.159, -2.938, 0.708], [-1.504, -2.734, 0.851], [-0.838, -4.171, 0.488], [-0.096, -4.970, 1.701], [1.236, -5.093, 1.702], [-0.994, -5.810, 3.135], [-1.096, -1.681, -0.344], [0.329, -0.949, 0.030], [1.650, -1.933, -0.261], [0.492, 0.280, -1.095], [0.368, -0.268, 1.373], [-0.442, 0.809, 1.326], [0.057, -1.178, 2.535], [-0.358, -0.144, 3.788], [1.398, -1.985, 3.128], [-1.253, -2.147, 2.347], [-3.449, -3.607, -0.211], [-3.670, -1.860, 0.683], [-3.532, -3.424, 1.729], [-0.059, -4.128, -0.416], [-1.704, -4.890, 0.090], [-1.918, -0.852, -0.443], [-0.944, -2.297, -1.355], [2.618, -1.267, -0.277], [1.529, -2.402, -1.339], [1.714, -2.832, 0.488], [-0.554, 0.743, -1.344], [1.293, 1.075, -0.783], [0.871, -0.253, -2.091], [-1.444, 0.279, 3.684], [-0.302, -0.689, 4.841], [0.364, 0.804, 3.822], [1.717, -1.506, 4.174], [2.338, -1.878, 2.436], [1.104, -3.099, 3.380], [-1.230, -2.940, 3.216], [-2.196, -1.455, 2.594], [2.323, -0.350, -5.922], [3.354, 0.663, -6.417], [4.086, 1.208, -5.192], [4.027, -0.083, -3.959], [3.224, 0.379, -2.846], [5.356, -0.633, -3.780], [3.056, -1.228, -4.919], [1.906, -0.940, -6.743], [1.497, 0.175, -5.428], [4.069, 0.161, -7.081], [2.886, 1.470, -6.989], [5.129, 1.446, -5.419], [3.584, 2.089, -4.785], [2.384, -1.788, -4.266], [3.746, -1.911, -5.424], [-1.472, 4.916, 1.717], [-1.937, 5.605, 2.999], [-3.459, 5.482, 3.060], [-3.876, 3.994, 2.164], [-4.628, 4.362, 0.983], [-4.344, 2.990, 3.099], [-2.212, 3.588, 1.671], [-0.388, 4.773, 1.703], [-1.744, 5.528, 0.849], [-1.491, 5.102, 3.865], [-1.624, 6.653, 3.031], [-3.814, 5.398, 4.090], [-3.948, 6.325, 2.564], [-2.217, 3.133, 0.679], [-1.807, 2.885, 2.405]],
  "orbital_gap_ev": [8.934, 9.429],
  "energy_ev": -69299.788,
  "spin_multiplicity": 2,
  "s2": 0.7546
}



No. 2
{
  "formula": "C20H37ErN2O2P2Si",
  "method": "the ωB97M-V functional and the def2-TZVPD basis",
  "symbols": ["Er", "P", "C", "C", "N", "C", "C", "C", "C", "C", "P", "H", "H", "H", "H", "H", "H", "H", "H", "O", "H", "H", "O", "H", "C", "H", "H", "H", "C", "H", "H", "H", "C", "H", "H", "H", "C", "H", "H", "H", "C", "Si", "C", "C", "N", "C", "C", "C", "C", "C", "C", "H", "H", "H", "H", "H", "H", "H", "H", "H", "H", "H", "H", "H", "H"],
  "coordinates": [[0.446, 0.987, -0.058], [2.369, -0.937, 0.460], [2.283, -1.023, -1.340], [1.070, -1.305, -2.000], [-0.109, -0.668, -1.566], [-1.283, -1.130, -2.048], [-1.319, -2.157, -2.964], [-0.164, -2.706, -3.494], [1.054, -2.216, -3.046], [-2.609, -0.545, -1.553], [-2.643, 1.167, -1.038], [2.000, -2.588, -3.453], [-2.290, -2.477, -3.278], [-0.206, -3.466, -4.240], [-3.301, -0.533, -2.403], [-2.972, -1.159, -0.721], [2.414, 0.850, -1.857], [3.219, -1.026, -1.901], [-0.208, 4.592, -1.459], [2.107, 1.732, -1.567], [2.143, 2.168, -2.417], [-1.244, 1.349, -0.959], [-0.232, 3.984, -0.642], [0.675, 3.998, -0.320], [-3.032, 2.226, -2.403], [-3.973, 1.808, -2.831], [-3.148, 3.261, -2.033], [-2.205, 2.189, -3.132], [-3.749, 1.405, 0.335], [-3.572, 2.355, 0.867], [-4.762, 1.432, -0.120], [-3.701, 0.594, 1.079], [2.266, -2.762, 0.567], [3.243, -3.203, 0.347], [1.962, -3.006, 1.589], [1.530, -3.138, -0.150], [4.175, -0.618, 0.675], [4.339, -0.338, 1.724], [4.749, -1.532, 0.461], [4.531, 0.193, 0.027], [2.148, 2.872, 1.453], [1.080, 2.110, 2.794], [2.068, 0.925, 3.828], [0.405, 3.456, 3.868], [-0.189, 1.183, 2.022], [-1.158, 0.434, 2.684], [-1.476, -0.871, 2.225], [-2.518, -1.572, 2.824], [-3.229, -1.016, 3.891], [-2.889, 0.255, 4.361], [-1.846, 0.971, 3.783], [3.109, 2.949, 1.978], [1.867, 3.915, 1.227], [2.391, 2.323, 0.522], [3.001, 1.392, 4.163], [1.504, 0.642, 4.724], [2.323, 0.002, 3.296], [-0.469, 3.937, 3.416], [0.124, 3.100, 4.865], [1.180, 4.223, 3.998], [-0.882, -1.295, 1.401], [-2.751, -2.572, 2.461], [-4.040, -1.579, 4.351], [-3.431, 0.681, 5.202], [-1.593, 1.972, 4.133]],
  "orbital_gap_ev": [6.085, 6.161],
  "energy_ev": -82478.907,
  "e_above_lowest_ev": 4.1713,
  "spin_multiplicity": 4,
  "charge": 2,
  "s2": 3.7534
}